Entry 1:
An isolated ion of composition C4H4N3 and charge +1. Source: the OMol25 dataset; level of theory: ωB97M-V/def2-TZVPD.

Properties
Gap between HOMO and LUMO   9.93 eV
F_max   2.81 eV Å⁻¹
HOMO   -0.5842 Ha
Energy relative to the best compared isomer or geometry (same formula, charge and spin)   214.9 kJ/mol
Total charge   +1

Last column: natural (NBO) charge in e.
CARTESIAN COORDINATES (ANGSTROEM)
C: -2.354 -0.809 -0.326  0.4033
C: -0.115 -0.907 0.682  0.3813
C: -2.888 1.595 0.117  0.4831
C: 1.135 1.125 -0.194  0.1190
N: -1.222 -1.249 0.027  -0.3804
N: -2.886 0.409 0.080  -0.6226
N: 0.621 0.174 0.529  -0.3464
H: -2.813 -1.245 -1.192  0.2462
H: 0.310 -1.670 1.259  0.2406
H: 1.304 1.005 -1.339  0.2348
H: 1.339 2.113 0.210  0.2412

---

Entry 2:
A 2-piece molecular cluster, C3H8O3 overall. Source: the OMol25 dataset; level of theory: ωB97M-V/def2-TZVPD.

Properties
Structure (SMILES)   CCC(=O)O.O
Gap between HOMO and LUMO   11.54 eV
F_max   0.53 eV Å⁻¹
HOMO   -0.4000 Ha
Energy relative to the best compared isomer or geometry (same formula, charge and spin)   0.0 kJ/mol

Last column: natural (NBO) charge in e.
CARTESIAN COORDINATES (ANGSTROEM)
C: 1.176 1.106 1.359  -0.6007
C: 0.539 -0.001 0.526  -0.5136
C: -0.388 0.506 -0.533  0.8106
O: -1.513 0.102 -0.711  -0.6330
O: 0.118 1.493 -1.291  -0.6736
H: 1.955 1.631 0.807  0.2173
H: 0.431 1.837 1.649  0.2115
H: 1.661 0.717 2.251  0.2178
H: -0.085 -0.634 1.156  0.2300
H: 1.301 -0.622 0.048  0.2423
H: -0.531 1.589 -2.007  0.4977
O: -1.423 -2.753 -1.403  -0.9584
H: -1.616 -3.156 -0.553  0.4640
H: -1.625 -1.815 -1.300  0.4880

---

Entry 3:
A 2-piece molecular cluster, CH7BrN3 overall. Source: the OMol25 dataset; level of theory: ωB97M-V/def2-TZVPD.

Properties
Gap between HOMO and LUMO   11.10 eV
F_max   3.52 eV Å⁻¹
HOMO   -0.5397 Ha
Energy relative to the best compared isomer or geometry (same formula, charge and spin)   48.1 kJ/mol
Total charge   +1

Last column: natural (NBO) charge in e.
CARTESIAN COORDINATES (ANGSTROEM)
C: 0.067 0.402 -0.416  0.5749
N: 1.052 0.175 0.461  -0.8012
N: -0.308 1.492 -0.963  -0.7302
N: -0.667 -0.850 -0.816  -0.7831
Br: -3.136 -0.058 0.832  -0.1157
H: -2.536 1.062 0.173  0.2333
H: 1.160 -0.749 0.926  0.4218
H: 1.245 1.068 0.965  0.4380
H: 0.093 2.402 -0.904  0.4135
H: -0.151 -1.709 -0.852  0.4410
H: -1.026 -0.710 -1.796  0.4690
H: -1.575 -0.966 -0.152  0.4389

---

Entry 4:
One molecule with the formula C22H44O2. Source: the OMol25 dataset; level of theory: ωB97M-V/def2-TZVPD.

Properties
Structure (SMILES)   CCCCCCCCCCCCCCCCCCCCCC(=O)O
Gap between HOMO and LUMO   11.14 eV
F_max   0.69 eV Å⁻¹
HOMO   -0.3822 Ha
Energy relative to the best compared isomer or geometry (same formula, charge and spin)   10.1 kJ/mol

Last column: natural (NBO) charge in e.
CARTESIAN COORDINATES (ANGSTROEM)
C: 5.469 -3.969 -2.379  -0.5986
C: 4.251 -4.240 -3.253  -0.3943
C: 3.843 -3.002 -4.049  -0.3876
C: 2.697 -3.258 -5.028  -0.3845
C: 1.366 -3.555 -4.341  -0.3983
C: 0.232 -3.702 -5.354  -0.3848
C: -1.095 -4.125 -4.722  -0.3840
C: -1.731 -3.038 -3.858  -0.3991
C: -3.064 -3.498 -3.272  -0.3837
C: -3.814 -2.396 -2.523  -0.3846
C: -3.082 -1.898 -1.278  -0.3922
C: -3.944 -0.939 -0.460  -0.3829
C: -3.195 -0.379 0.747  -0.3907
C: -4.077 0.544 1.584  -0.3850
C: -3.366 1.114 2.812  -0.3855
C: -2.304 2.156 2.465  -0.3907
C: -1.667 2.760 3.714  -0.3827
C: -0.634 3.830 3.367  -0.3948
C: 0.021 4.411 4.619  -0.3948
C: 0.927 5.610 4.338  -0.3831
C: 2.133 5.264 3.462  -0.5184
C: 3.042 4.273 4.143  0.7963
O: 3.401 4.315 5.288  -0.5998
O: 3.438 3.304 3.304  -0.6883
H: 6.320 -3.671 -2.989  0.1994
H: 5.745 -4.859 -1.817  0.2066
H: 5.260 -3.168 -1.672  0.1997
H: 3.423 -4.561 -2.619  0.1941
H: 4.476 -5.055 -3.945  0.1923
H: 3.557 -2.207 -3.357  0.1916
H: 4.711 -2.651 -4.613  0.1970
H: 2.961 -4.093 -5.682  0.1921
H: 2.573 -2.374 -5.660  0.1979
H: 1.139 -2.745 -3.645  0.1933
H: 1.446 -4.479 -3.766  0.1937
H: 0.093 -2.756 -5.884  0.1922
H: 0.522 -4.453 -6.093  0.1980
H: -1.794 -4.391 -5.519  0.1973
H: -0.934 -5.020 -4.116  0.1923
H: -1.892 -2.145 -4.465  0.1920
H: -1.051 -2.776 -3.047  0.1959
H: -2.889 -4.338 -2.596  0.1922
H: -3.700 -3.859 -4.085  0.1972
H: -3.988 -1.555 -3.198  0.1922
H: -4.791 -2.784 -2.223  0.1976
H: -2.805 -2.753 -0.656  0.1921
H: -2.164 -1.387 -1.570  0.1942
H: -4.842 -1.461 -0.119  0.1920
H: -4.268 -0.113 -1.097  0.1928
H: -2.846 -1.206 1.371  0.1924
H: -2.317 0.166 0.396  0.1929
H: -4.953 -0.019 1.916  0.1980
H: -4.433 1.368 0.961  0.1921
H: -2.903 0.298 3.373  0.1930
H: -4.109 1.580 3.463  0.1977
H: -1.523 1.700 1.854  0.1939
H: -2.765 2.952 1.875  0.1918
H: -2.447 3.200 4.341  0.1924
H: -1.187 1.968 4.293  0.1947
H: -1.122 4.633 2.809  0.1919
H: 0.126 3.386 2.721  0.1943
H: -0.764 4.731 5.309  0.2042
H: 0.600 3.633 5.123  0.2003
H: 1.295 6.000 5.288  0.2217
H: 0.349 6.395 3.846  0.2026
H: 1.831 4.862 2.497  0.2256
H: 2.720 6.170 3.289  0.2412
H: 4.036 2.686 3.754  0.4956

---

Entry 5:
C18H52N2O12 as an isolated structure. Source: the OMol25 dataset; level of theory: ωB97M-V/def2-TZVPD.

Properties
Gap between HOMO and LUMO   7.77 eV
F_max   15.63 eV Å⁻¹
HOMO   -0.2806 Ha
Energy relative to the best compared isomer or geometry (same formula, charge and spin)   679.2 kJ/mol

Last column: Mulliken charge in e.
CARTESIAN COORDINATES (ANGSTROEM)
C: -0.273 -2.465 -0.191  -0.6559
C: 0.161 -1.056 -0.519  1.3655
O: -0.891 -0.379 -1.158  -0.6405
O: 0.745 -3.099 0.570  -0.5835
H: -0.462 -3.066 -1.082  0.4412
H: -1.194 -2.432 0.402  0.3540
H: 1.113 -1.029 -1.066  -0.0237
H: 0.368 -0.527 0.426  -0.9092
H: -0.587 0.507 -1.416  0.3123
H: 0.601 -2.817 1.481  0.0766
C: 1.987 1.114 1.145  0.4797
C: 1.176 1.944 2.107  -0.9050
O: 0.086 1.132 2.580  -0.4963
O: 3.226 1.803 0.974  -0.7340
H: 1.507 1.014 0.167  -0.3745
H: 2.143 0.122 1.583  0.5957
H: 0.765 2.821 1.596  0.5475
H: 1.778 2.295 2.946  0.3704
H: -0.667 1.686 2.799  0.2642
H: 3.879 1.190 0.626  0.1977
C: -5.827 0.331 -0.588  -0.7505
C: -4.520 0.370 -1.285  0.1854
O: -3.632 -0.466 -0.571  -0.3133
O: -5.712 0.816 0.751  -0.5322
H: -6.219 -0.691 -0.621  0.3187
H: -6.538 1.013 -1.052  0.3373
H: -4.156 1.396 -1.419  0.1297
H: -4.686 -0.027 -2.307  0.2062
H: -2.771 -0.459 -1.021  0.2898
H: -5.097 0.230 1.206  0.3122
C: -1.055 -5.355 2.530  0.1723
C: -2.123 -5.820 1.611  -0.5335
O: -3.032 -4.734 1.418  -0.5061
O: -1.484 -5.294 3.888  -0.5678
H: -0.696 -4.378 2.209  -0.1331
H: -0.193 -6.023 2.546  0.4179
H: -2.621 -6.721 1.984  0.3536
H: -1.638 -6.106 0.662  0.3256
H: -3.713 -5.007 0.798  0.2754
H: -1.964 -4.483 4.073  0.3543
C: 1.189 -1.815 4.142  -0.2580
C: 0.648 -2.993 4.903  -0.2111
O: 1.053 -2.847 6.273  -0.5693
O: 0.326 -1.507 3.042  -0.5342
H: 2.182 -2.015 3.728  0.2171
H: 1.223 -0.957 4.817  0.4454
H: 1.025 -3.952 4.532  0.1900
H: -0.437 -3.059 4.813  0.0990
H: 0.390 -3.270 6.824  0.3297
H: 0.239 -0.548 2.886  0.1455
C: 3.555 0.746 -1.189  -0.5784
C: 4.373 2.022 -1.308  -0.7007
C: 3.827 3.057 -0.312  -0.2276
O: 2.558 3.509 -0.761  -0.4729
C: 1.898 4.326 0.178  -0.6693
N: 5.768 1.724 -0.999  -0.5885
H: 2.523 0.974 -1.469  -0.3145
H: 3.570 0.315 -0.187  0.4455
H: 3.893 -0.018 -1.892  0.5266
H: 4.279 2.488 -2.289  0.3925
H: 4.497 3.932 -0.302  0.4672
H: 3.756 2.640 0.703  0.4651
H: 1.046 4.763 -0.343  0.2695
H: 2.541 5.150 0.504  0.4177
H: 1.561 3.737 1.037  -0.1093
H: 5.811 1.306 -0.071  0.2949
H: 6.311 2.579 -0.896  0.3297
C: 0.863 1.513 -4.055  -1.4880
C: -0.219 2.308 -3.325  0.3736
C: -1.606 1.795 -3.619  -0.4000
O: -1.996 2.228 -4.896  -0.3942
C: -3.256 1.735 -5.251  -0.7206
N: 0.004 2.286 -1.886  -0.3172
H: 0.704 1.631 -5.124  0.4901
H: 0.833 0.465 -3.753  0.2107
H: 1.835 1.942 -3.798  0.2533
H: -0.161 3.325 -3.750  0.5637
H: -2.309 2.167 -2.857  0.1997
H: -1.586 0.692 -3.597  0.3776
H: -3.245 0.630 -5.330  0.3030
H: -3.502 2.069 -6.258  0.2912
H: -4.046 2.012 -4.545  0.2847
H: -0.638 2.920 -1.416  0.2492
H: 0.935 2.653 -1.686  -0.1027

---

Entry 6:
A 2-piece molecular cluster, C3H8OS2 overall. Source: the OMol25 dataset; level of theory: ωB97M-V/def2-TZVPD.

Properties
Gap between HOMO and LUMO (alpha / beta)   7.05 / 7.86 eV
F_max   4.33 eV Å⁻¹
HOMO (alpha / beta)   -0.2878 / -0.3016 Ha
Energy relative to the best compared isomer or geometry (same formula, charge and spin)   464.7 kJ/mol

Last column: natural (NBO) charge in e.
CARTESIAN COORDINATES (ANGSTROEM)
C: -0.147 0.240 -0.366  0.2148
C: -2.671 0.120 -0.190  -0.7093
C: 2.343 -0.665 1.643  -0.6973
O: 1.042 0.416 -0.474  -0.4968
S: -1.269 0.715 0.840  0.2736
S: 2.228 1.097 1.059  0.0849
H: -0.041 -0.109 -3.419  -0.0024
H: -2.953 0.797 -0.978  0.2241
H: -3.504 0.085 0.579  0.2192
H: -2.447 -0.817 -0.615  0.2322
H: 1.547 -0.693 2.283  0.2137
H: 2.387 -1.118 0.748  0.2237
H: 3.191 -0.643 2.209  0.2172
H: 0.295 0.575 -3.319  0.0021

---

Question: The highest F_max belongs to which entry?
Answer: C18H52N2O12

---

Question: Among the records above, which one has the lowest energy relative to the best compared isomer or geometry (same formula, charge and spin)?
Answer: C3H8O3

---

Question: F_max of number 6 (C3H8OS2)?
Answer: 4.33 eV Å⁻¹

---

Please write out number 6 again, unchanged.
A 2-piece molecular cluster, C3H8OS2 overall. Source: the OMol25 dataset; level of theory: ωB97M-V/def2-TZVPD.

Properties
Gap between HOMO and LUMO (alpha / beta)   7.05 / 7.86 eV
F_max   4.33 eV Å⁻¹
HOMO (alpha / beta)   -0.2878 / -0.3016 Ha
Energy relative to the best compared isomer or geometry (same formula, charge and spin)   464.7 kJ/mol

Last column: natural (NBO) charge in e.
CARTESIAN COORDINATES (ANGSTROEM)
C: -0.147 0.240 -0.366  0.2148
C: -2.671 0.120 -0.190  -0.7093
C: 2.343 -0.665 1.643  -0.6973
O: 1.042 0.416 -0.474  -0.4968
S: -1.269 0.715 0.840  0.2736
S: 2.228 1.097 1.059  0.0849
H: -0.041 -0.109 -3.419  -0.0024
H: -2.953 0.797 -0.978  0.2241
H: -3.504 0.085 0.579  0.2192
H: -2.447 -0.817 -0.615  0.2322
H: 1.547 -0.693 2.283  0.2137
H: 2.387 -1.118 0.748  0.2237
H: 3.191 -0.643 2.209  0.2172
H: 0.295 0.575 -3.319  0.0021